[1]
{"formula": "C16H20BrMnN5O4", "method": "the ωB97M-V functional and the def2-TZVPD basis", "species": ["Mn", "O", "N", "N", "O", "C", "C", "C", "C", "C", "C", "H", "H", "H", "H", "H", "N", "C", "C", "C", "C", "N", "H", "H", "H", "H", "H", "H", "H", "H", "H", "H", "H", "H", "Br", "C", "C", "N", "C", "C", "C", "C", "O", "O", "H", "H", "H"], "positions_angstrom": [[14.310911, 9.503195, 9.975565], [15.380638, 9.491047, 11.514545], [16.315561, 10.259312, 11.491093], [16.666606, 10.663419, 10.357015], [15.949101, 10.061397, 9.347802], [17.686246, 11.673448, 10.237504], [17.427310, 12.911136, 10.843581], [18.295442, 13.983217, 10.684436], [19.283472, 13.831056, 9.728921], [19.449303, 12.680123, 9.006254], [18.694357, 11.527433, 9.290608], [16.628288, 12.987150, 11.477477], [18.127248, 14.922682, 11.210788], [19.988871, 14.633338, 9.637462], [20.178364, 12.546885, 8.168759], [18.961131, 10.645859, 8.656774], [13.818932, 9.178399, 7.989545], [13.250461, 7.818331, 7.481821], [12.044670, 7.381654, 8.314323], [12.293462, 6.555251, 9.693561], [13.287307, 7.002453, 10.703481], [12.955069, 8.430170, 11.168647], [13.157796, 9.913491, 7.681202], [14.679823, 9.564254, 7.511423], [14.186078, 7.139795, 7.618480], [12.954812, 7.983545, 6.449781], [11.482078, 6.692190, 7.668137], [11.386815, 8.235861, 8.298496], [12.487295, 5.506062, 9.476448], [11.357461, 6.503731, 10.259200], [14.375466, 7.108157, 10.446420], [13.384090, 6.200571, 11.444402], [13.024913, 8.627128, 12.142469], [12.078911, 8.732862, 10.879781], [7.833462, 14.335736, 10.962747], [9.615092, 14.209023, 10.520524], [10.576817, 15.282423, 10.048303], [11.869264, 15.054843, 10.007998], [12.354860, 13.911241, 9.782991], [11.393910, 12.790214, 9.974112], [10.048910, 12.845248, 10.343222], [12.183251, 11.561877, 10.060419], [11.531386, 10.496098, 9.743723], [13.362585, 11.433216, 10.218083], [10.158166, 16.326828, 10.108713], [13.343576, 13.726443, 9.403632], [9.398305, 11.936293, 10.115551]], "atomic_forces_ev_per_a": [[-1.3930, 1.0800, 0.4538], [-3.6259, -2.2978, 0.3328], [4.1262, 2.9226, 1.1776], [-1.0189, -1.3313, 0.3919], [0.8848, 1.1379, -0.7178], [-0.1915, 0.5614, -1.5966], [1.8259, -0.5374, -0.7306], [-0.6891, -0.7684, -0.3546], [0.7137, 0.9487, 0.4966], [0.4505, -1.8747, -0.8858], [0.5481, 0.4111, -0.9750], [-2.0075, 0.1514, 1.5349], [0.1722, -0.3410, -0.1075], [0.1677, 0.3579, -0.4901], [-0.4684, 0.5853, 1.0957], [-0.8310, 0.5359, 1.0401], [-0.2809, 1.1080, -0.5496], [2.7067, -0.0058, 1.4705], [0.5747, -1.3922, 0.1107], [-0.8506, 0.7252, -1.5959], [1.4606, 1.4154, 0.6795], [2.2576, -1.4628, -1.1346], [-0.0932, -0.5279, 0.6297], [-0.7964, -1.4272, 0.2865], [-1.8868, 0.7334, -0.7362], [0.2636, -0.3525, -0.1088], [0.2751, -0.0864, 0.2077], [-0.3495, 0.4201, 1.0308], [0.2108, 0.0658, -0.4344], [-0.1888, 0.1748, -0.3080], [-0.6038, -0.4036, -0.7313], [-0.5559, 0.6693, 0.6067], [0.4324, -0.1214, 0.9124], [-2.2720, 0.3831, -0.7841], [0.2368, 0.8848, -0.0685], [0.8577, -1.6291, -1.5689], [-2.6769, -0.2524, 3.9028], [-0.0753, 3.3832, -1.3509], [-2.3632, -2.4918, -0.1870], [2.0491, 0.3497, 0.6367], [0.6482, 1.4697, -1.8962], [-5.7041, -5.7218, -2.5888], [-0.5445, 1.7482, 0.4188], [6.5196, 0.4502, 1.2700], [0.6866, -0.9992, -0.8186], [0.5328, 0.0575, 0.6891], [0.8658, 1.2945, 1.3440]], "e_tot_ha": -4920.61274, "total_charge": 2, "homo_ev": [-14.63, -14.63], "mol_weight_da": 481.2, "max_force_ev_per_a": 8.5, "gap_ev": [6.785, 4.417], "spin_multiplicity": 4}

***

[2]
{"formula": "C16H20ClN3OS", "method": "the ωB97M-V functional and the def2-TZVPD basis", "species": ["C", "C", "C", "C", "N", "N", "C", "O", "C", "S", "C", "C", "C", "C", "C", "C", "C", "Cl", "C", "C", "C", "N", "H", "H", "H", "H", "H", "H", "H", "H", "H", "H", "H", "H", "H", "H", "H", "H", "H", "H", "H", "H"], "positions_angstrom": [[2.320171, -2.623937, 0.182364], [0.853152, -2.193949, 0.116999], [0.401281, -2.084197, -1.342181], [0.702819, -0.845264, 0.773162], [-0.419474, -0.269002, 0.791451], [-0.549775, 0.911896, 1.420403], [-1.717992, 1.608241, 1.411987], [-2.730375, 1.256826, 0.859948], [-1.656284, 2.889419, 2.236979], [-0.048875, 3.735050, 2.238483], [-0.052064, 4.439440, 0.544120], [-0.120068, 3.385983, -0.508098], [-1.300989, 3.160203, -1.206834], [-1.388078, 2.165846, -2.163096], [-0.285158, 1.380066, -2.445452], [0.902828, 1.588877, -1.767714], [0.976305, 2.577744, -0.803184], [2.468285, 2.792106, 0.057189], [-0.062713, -3.152954, 0.910403], [0.048329, -4.644043, 0.564327], [-0.506319, -5.000010, -0.716052], [-0.950809, -5.328855, -1.717172], [2.624035, -2.822835, 1.208806], [2.489541, -3.516356, -0.414932], [2.956888, -1.836694, -0.215948], [-0.613004, -1.698094, -1.384470], [0.435237, -3.052714, -1.832482], [1.054143, -1.403228, -1.882328], [1.587471, -0.404587, 1.249861], [0.267129, 1.339580, 1.869708], [-1.851058, 2.638394, 3.281546], [-2.429613, 3.577489, 1.895457], [-0.900027, 5.120834, 0.481322], [0.879091, 5.003367, 0.492276], [-2.164490, 3.771677, -0.990830], [-2.319718, 2.001641, -2.680194], [-0.346657, 0.601854, -3.189760], [1.774411, 0.989131, -1.978686], [0.178794, -3.049977, 1.972140], [-1.091946, -2.818811, 0.771344], [-0.504502, -5.216680, 1.316417], [1.090078, -4.973479, 0.592719]], "atomic_forces_ev_per_a": [[-0.2631, 0.0836, 0.0191], [-0.1189, -0.1656, -0.1267], [0.0462, -0.0916, 0.1318], [0.2843, 0.3390, 0.2713], [-0.5388, -0.4912, -0.3814], [0.9017, 0.1551, 0.5260], [-0.1977, 0.0994, 0.1297], [-0.2139, -0.0707, -0.0312], [0.3488, 0.2757, -0.1046], [-0.1395, 0.2448, 0.1064], [-0.0406, -0.1577, 0.5232], [0.0437, 0.0570, -0.1737], [0.1994, 0.0765, -0.0249], [-0.0002, -0.0700, -0.0708], [-0.0808, 0.0671, -0.0112], [0.1162, 0.0715, 0.0942], [-0.2001, -0.0487, -0.2358], [0.1686, -0.0267, 0.0233], [0.1157, -0.0031, -0.0864], [0.2021, 0.2534, 0.6951], [-0.0859, -0.2437, -0.2022], [-0.2265, -0.1165, -0.4908], [0.0944, -0.0360, 0.1173], [0.0515, -0.0957, -0.0337], [0.0971, 0.0667, -0.0490], [-0.1166, 0.0294, -0.0638], [0.0220, -0.0078, -0.1171], [0.0787, 0.0951, -0.0902], [-0.0014, 0.0734, 0.0442], [-0.3249, -0.1094, -0.2583], [-0.0597, 0.0107, -0.0336], [-0.0619, -0.1789, -0.0030], [0.0693, 0.0291, -0.1023], [-0.0748, 0.0634, -0.0228], [-0.0872, 0.0619, 0.0592], [-0.1010, -0.0333, -0.0504], [-0.0025, -0.0905, -0.0732], [0.0927, -0.0590, -0.0078], [-0.0556, -0.0171, -0.0132], [-0.0013, -0.0084, 0.0967], [0.1456, 0.0144, -0.0471], [-0.0853, -0.0458, 0.0682]], "e_tot_ha": -1719.56509, "homo_ev": -9.01, "mol_weight_da": 337.9, "max_force_ev_per_a": 1.1, "gap_ev": 9.454, "relative_energy_ev": 1.731, "spin_multiplicity": 1}

***

[3]
{"formula": "C16H20FN2O7SSe2TeY", "method": "the ωB97M-V functional and the def2-TZVPD basis", "species": ["Y", "O", "C", "C", "C", "O", "C", "Se", "C", "Se", "H", "H", "H", "H", "H", "H", "H", "H", "H", "H", "F", "C", "C", "N", "C", "C", "O", "O", "C", "O", "N", "C", "O", "H", "H", "H", "H", "Te", "C", "C", "C", "C", "S", "H", "H", "H", "C", "O", "H", "H", "H"], "positions_angstrom": [[0.038000, 0.215180, 1.341215], [1.286328, 2.249947, 2.352194], [2.480914, 2.080027, 3.106984], [3.088563, 0.666525, 3.134162], [4.475039, 0.905301, 3.755667], [5.199615, -0.288774, 4.035997], [3.298363, -0.013985, 1.747329], [2.610770, 0.841679, 0.085967], [2.310555, -0.248026, 4.105185], [0.327403, -0.162664, 4.150718], [1.595666, 2.448818, 1.442933], [2.248452, 2.358769, 4.136044], [3.239495, 2.766395, 2.719064], [4.356224, 1.494920, 4.675639], [5.090222, 1.482628, 3.062257], [4.566550, -0.940620, 4.355327], [2.885845, -1.020929, 1.747621], [4.368387, -0.097830, 1.575186], [2.615006, -0.013527, 5.129712], [2.557749, -1.293313, 3.907761], [-5.047681, 4.298673, 1.382367], [-5.346750, 3.126028, 0.791066], [-4.633850, 2.035581, 1.080491], [-4.915199, 0.813823, 0.502941], [-4.228684, -0.408700, 0.959724], [-2.709515, -0.209818, 1.076094], [-2.291888, 0.290621, 2.153801], [-1.983545, -0.529686, 0.108201], [-5.941288, 0.672001, -0.405786], [-6.271865, -0.388380, -0.907071], [-6.597561, 1.844814, -0.710681], [-6.417849, 3.118506, -0.161199], [-7.127847, 4.045691, -0.503519], [-3.811332, 2.055145, 1.783080], [-4.448485, -1.189567, 0.242476], [-4.603940, -0.688471, 1.943799], [-7.335724, 1.751918, -1.391162], [-1.176497, 2.509401, -0.480989], [-0.272970, 4.389848, -0.144767], [-0.869913, 5.535319, 0.304758], [0.015322, 6.648633, 0.410408], [1.289839, 6.341358, 0.039515], [1.399700, 4.698054, -0.458037], [-1.919858, 5.565275, 0.573550], [-0.279118, 7.627222, 0.770546], [2.164092, 6.976552, 0.044304], [0.170088, -3.022971, 0.635500], [0.576949, -1.776952, 1.060821], [-0.915750, -3.089867, 0.473619], [0.433239, -3.803653, 1.367199], [0.647336, -3.311520, -0.314313]], "atomic_forces_ev_per_a": [[0.1947, -0.2424, 0.1407], [-0.0422, 0.0059, -0.0929], [-0.0327, -0.1162, 0.0198], [-0.0075, -0.0673, -0.0636], [-0.0317, -0.0751, -0.0033], [0.1175, 0.0265, 0.0171], [-0.0353, 0.2019, -0.0535], [0.1285, 0.0940, -0.1264], [-0.1870, -0.0365, 0.1049], [0.1556, -0.0121, 0.1953], [0.0103, -0.0223, -0.0045], [-0.0546, 0.0616, 0.0218], [-0.0301, 0.1066, -0.0233], [0.0221, -0.0128, 0.0439], [0.0337, -0.0114, -0.0256], [-0.0693, 0.0339, -0.0052], [-0.0406, -0.0299, 0.0904], [0.0488, -0.1282, 0.0247], [0.0477, 0.0170, 0.0267], [0.0812, -0.0152, -0.0121], [-0.1005, -0.0530, -0.0988], [0.2951, 0.4718, 0.3803], [-0.0164, -0.4687, -0.0826], [0.0775, -0.0813, 0.0942], [0.1797, 0.0354, 0.0181], [-0.3606, 0.1632, 0.0445], [0.0913, -0.1291, -0.2678], [0.0519, 0.1050, 0.2132], [0.1638, -0.2083, 0.0136], [-0.0317, 0.0996, 0.0335], [-0.0300, 0.2259, 0.0644], [-0.3328, -0.1998, -0.4418], [0.0673, -0.0025, 0.0902], [0.0706, -0.0302, -0.0235], [-0.0318, 0.0318, -0.0683], [-0.0953, 0.0157, 0.0263], [-0.0069, 0.0275, 0.0065], [-0.0964, 0.2612, -0.2473], [0.1443, -0.0305, -0.0524], [-0.0669, 0.1086, 0.0946], [0.0135, -0.0443, 0.0611], [0.0053, -0.0977, -0.0868], [-0.1449, -0.0125, 0.0947], [0.0909, 0.0162, -0.0314], [-0.0179, -0.0300, -0.0179], [-0.0773, -0.0002, -0.0098], [0.1845, 0.0742, 0.0751], [-0.2886, -0.0347, -0.1458], [-0.0714, 0.0458, -0.0088], [-0.0081, -0.0459, 0.0566], [0.0326, 0.0088, -0.0587]], "e_tot_ha": -6865.41821, "total_charge": -2, "homo_ev": -1.75, "mol_weight_da": 777.8, "max_force_ev_per_a": 0.7, "gap_ev": 6.160, "relative_energy_ev": 0.000, "spin_multiplicity": 1}

***

[4]
{"formula": "C16H20N2O2S", "method": "the ωB97M-V functional and the def2-TZVPD basis", "species": ["C", "N", "C", "C", "S", "C", "C", "O", "N", "C", "C", "C", "C", "C", "O", "C", "C", "C", "C", "C", "C", "H", "H", "H", "H", "H", "H", "H", "H", "H", "H", "H", "H", "H", "H", "H", "H", "H", "H", "H", "H"], "positions_angstrom": [[-2.600679, -0.496419, -2.686477], [-2.303493, 0.014739, -1.379160], [-2.168358, 1.329519, -1.045067], [-1.841016, 1.446659, 0.277490], [-1.548701, 2.936477, 1.176617], [-0.234398, 3.676709, 0.154451], [1.007138, 2.811029, -0.046288], [1.731583, 2.998893, -1.000844], [1.203640, 1.883615, 0.903792], [2.350901, 1.006482, 0.978789], [2.637233, 0.251405, -0.337627], [1.445202, -0.584891, -0.804569], [1.624337, -1.878311, -0.009704], [3.144057, -1.940083, 0.213132], [3.685653, -0.675094, -0.137661], [-1.782734, 0.127092, 0.813548], [-1.500413, -0.395660, 2.074051], [-1.518035, -1.762430, 2.233079], [-1.813818, -2.614791, 1.164544], [-2.097328, -2.123739, -0.091085], [-2.080025, -0.744264, -0.263130], [-3.525781, -1.077750, -2.669154], [-2.718539, 0.333510, -3.380293], [-1.789999, -1.139213, -3.038530], [-2.297077, 2.099930, -1.780921], [-0.638069, 3.953171, -0.819351], [0.056645, 4.589945, 0.676831], [0.523521, 1.836285, 1.650426], [3.250132, 1.579324, 1.232852], [2.164165, 0.281834, 1.772464], [2.968183, 0.970494, -1.090292], [1.533401, -0.775154, -1.874195], [0.497004, -0.094136, -0.607504], [1.092090, -1.819196, 0.939390], [1.258340, -2.749559, -0.548021], [3.622782, -2.687141, -0.428321], [3.393306, -2.172828, 1.255488], [-1.284303, 0.264515, 2.901167], [-1.302066, -2.192212, 3.200085], [-1.818925, -3.681565, 1.331204], [-2.325546, -2.787202, -0.911219]], "atomic_forces_ev_per_a": [[-0.0583, -0.2594, -0.2524], [0.0209, 0.0077, 0.0186], [0.1179, 0.1770, 0.3266], [-0.0865, 0.5769, -0.0314], [-0.0884, 0.0298, -0.2004], [-0.2723, -0.1453, 0.1487], [-0.4626, 0.0971, 0.2893], [0.3118, 0.1055, -0.3235], [0.0259, -0.1745, 0.4260], [0.4508, -0.0443, -0.4487], [-0.3492, 0.3415, -0.1554], [0.2406, 0.0734, 0.0010], [0.1217, 0.0681, 0.0481], [0.0066, -0.4026, 0.0928], [0.1838, 0.1116, 0.0716], [-0.0885, -0.2039, -0.3692], [0.0029, -0.0132, -0.0548], [0.0504, -0.0131, 0.2023], [-0.0353, -0.1033, -0.0750], [-0.0351, -0.0777, -0.1203], [0.0833, 0.0355, 0.5662], [0.0297, 0.0371, -0.0454], [0.0070, -0.0327, 0.0319], [-0.0375, 0.0394, -0.0334], [-0.0492, 0.1166, -0.1565], [0.1715, -0.0139, 0.0482], [0.0167, 0.0269, -0.0595], [0.0577, 0.0463, -0.1900], [-0.0469, -0.1162, 0.0445], [0.0042, 0.0269, 0.0297], [-0.0786, -0.1491, 0.1318], [-0.0068, 0.0376, -0.0535], [-0.0861, 0.0410, -0.0468], [-0.0374, -0.0361, 0.0000], [-0.0494, -0.0479, 0.0371], [-0.0364, 0.0248, 0.0970], [-0.0150, -0.0219, -0.0971], [0.0268, 0.0562, 0.1104], [0.0143, -0.0261, 0.0841], [-0.0060, -0.0916, -0.0078], [-0.0187, -0.1042, -0.0847]], "e_tot_ha": -1279.89404, "homo_ev": -8.02, "mol_weight_da": 304.4, "max_force_ev_per_a": 0.6, "gap_ev": 8.641, "relative_energy_ev": 1.096, "spin_multiplicity": 1}

***

Question: Which formula does entry 4 have?
Answer: C16H20N2O2S